Entry from OMol25: C5H5FOS as an isolated structure in a non-equilibrium geometry (wB97M-V/def2-TZVPD).

Results
- Orbital gap: 8.879 eV
- Charge: 0
- M: 132.16 g mol⁻¹
- Energy above the lowest of the compared OMol25 structures with the same formula, charge and spin: 111.8 kcal per mole

Last column: Löwdin charge in e.
Geometry (Å):
1 S 1.175 1.155 -1.556  0.94
2 F -1.476 -1.871 0.774  -0.01
3 O 1.452 -0.630 1.677  0.09
4 C -1.622 0.486 -0.159  -0.10
5 C -0.223 1.018 -0.275  -0.53
6 C 0.526 -0.447 0.859  -0.33
7 C -1.021 -0.549 0.885  -0.27
8 C 0.490 -0.190 -0.666  -0.58
9 H -1.624 -0.227 1.878  0.19
10 H -2.003 -0.011 -1.140  0.16
11 H -2.425 1.240 0.399  0.17
12 H 0.035 1.562 0.638  0.14
13 H -0.012 -1.084 -1.126  0.15